Record 1
17
Properties=species:S:1:pos:R:3:forces:R:3:lowdin_charge:R:1 method="wB97M-V/def2-TZVPD" total_charge=0 de_lowest_kcal_mol=24.7 energy_ev=-27922.8744
N 2.35121 -0.93314 -0.76822 0.798 4.519 -1.927 -0.0289
C 0.90119 -1.08206 -0.61334 0.496 1.895 -1.732 -0.2592
C 0.22907 0.24655 -0.14266 -0.031 -0.495 0.494 -0.4368
N 0.87682 0.62786 1.10052 0.683 2.824 0.015 -0.0095
C -1.28870 -0.01862 0.14736 2.292 -1.545 2.871 -0.5278
S -1.97605 1.15748 1.35520 -0.235 0.406 -0.299 0.4219
S -4.00334 1.37194 0.89773 0.575 0.278 -0.331 0.2677
H 2.70693 -0.17101 -1.52293 -1.742 -1.965 2.330 0.1366
H 2.89907 -1.68267 -1.06003 0.315 -2.149 -0.226 0.0191
H 0.38636 -1.45159 -1.49556 -0.141 -0.351 -0.191 0.1071
H 0.79338 -1.71371 0.20805 -0.520 -1.466 1.188 0.0861
H 0.27620 1.10207 -0.88021 0.296 -0.947 0.752 0.1532
H 1.26383 -0.04624 1.71902 -0.254 -1.367 0.024 0.0659
H 1.68877 1.24617 0.96049 -0.833 -0.259 -0.222 0.0854
H -1.78894 -0.15767 -0.71923 -1.990 0.316 -2.827 0.0272
H -1.36846 -1.03802 0.62435 0.229 0.888 -0.191 0.0864
H -3.94734 2.54266 0.18945 0.062 -0.581 0.271 -0.1944

***

Record 2
17
Properties=species:S:1:pos:R:3:forces:R:3:lowdin_charge:R:1 method="wB97M-V/def2-TZVPD" total_charge=0 de_lowest_kcal_mol=10.9 energy_ev=-27923.4740
N 1.73077 2.73180 -1.24835 -0.033 -0.103 0.317 0.0055
C 0.70977 2.39215 -0.26563 -0.715 0.419 0.255 -0.2712
C 0.40151 0.91353 -0.27739 0.695 -1.757 -0.365 -0.4730
N 1.58903 0.11102 0.10709 0.082 0.376 0.557 0.0215
C -0.75570 0.47237 0.62312 -0.098 0.704 -0.007 -0.5722
S -1.65745 -0.97933 0.06830 -0.193 -0.171 -0.006 0.4424
S -0.35056 -2.50405 0.68494 0.112 0.006 -0.038 0.3071
H 1.29009 2.99050 -2.11682 0.116 0.078 -0.185 0.0676
H 2.29369 3.50213 -0.92480 0.038 0.157 -0.132 0.0623
H -0.23375 2.93249 -0.42203 0.013 0.024 -0.154 0.1104
H 1.01112 2.71830 0.74137 0.232 -0.307 -0.165 0.1254
H 0.16613 0.53986 -1.28096 -0.244 0.697 -0.149 0.1202
H 1.95652 -0.47715 -0.62341 -0.234 -0.003 -0.228 0.0631
H 2.35084 0.72106 0.37030 0.053 0.071 0.017 0.0609
H -1.53782 1.23117 0.77029 0.113 -0.059 -0.345 0.0732
H -0.34559 0.29937 1.60008 0.122 -0.236 0.613 0.0639
H -0.98129 -3.45532 -0.02222 -0.058 0.106 0.014 -0.2072

***

Record 3
16
Properties=species:S:1:pos:R:3:forces:R:3:mulliken_spin:R:1 method="wB97M-V/def2-TZVPD" total_charge=0 de_lowest_kcal_mol=5.3 multiplicity=3 energy_ev=-14126.8532
C 2.72766 0.25879 0.83057 -2.599 -2.197 3.369 0.8223
C -1.88450 1.08725 0.47713 1.474 -1.082 3.117 0.0509
C -1.14901 -1.43403 -1.08956 -0.643 0.709 -2.646 0.0323
N 2.06285 0.81089 -0.17292 -1.307 2.273 -3.502 0.3254
N 0.77082 0.59058 -0.53006 2.403 0.650 -0.592 0.7225
Si -0.52093 -0.22642 0.16635 -1.834 0.986 -1.139 -0.0022
H 2.14484 -0.22993 1.58274 -0.183 -0.089 0.333 0.0318
H 3.72202 0.20304 0.90366 3.582 0.030 -0.277 0.0282
H -2.48979 0.52506 1.24664 -0.223 0.696 -1.101 -0.0030
H -1.59101 2.01952 1.00204 0.251 -0.606 -0.291 0.0056
H -2.35272 1.37890 -0.40641 -1.188 0.059 -1.396 -0.0026
H -1.30239 -0.99952 -2.14854 0.586 -0.197 1.528 -0.0027
H -0.46050 -2.25968 -1.24341 0.008 -0.247 0.208 0.0067
H -2.15751 -1.80064 -0.92524 -0.073 -0.350 0.630 0.0028
H 2.66760 1.15847 -0.90829 -0.627 0.132 -0.192 -0.0243
H -0.18742 -1.08230 1.21531 0.374 -0.768 1.950 0.0064

***

Record 4
16
Properties=species:S:1:pos:R:3:forces:R:3:lowdin_charge:R:1 method="wB97M-V/def2-TZVPD" total_charge=+1 de_lowest_kcal_mol=25.7 energy_ev=-7737.1497
N 0.30432 0.21949 0.54091 -0.512 0.125 -0.058 0.2154
C 0.93498 -0.82269 1.05007 0.318 -0.011 -0.246 -0.4671
N 0.37703 -1.55859 2.01205 -0.087 -0.203 -0.164 0.2113
N 2.17555 -1.11241 0.64891 0.005 -0.415 -0.153 0.2091
H 0.64714 0.74897 -0.24548 0.250 -0.051 0.082 0.1270
H -0.67518 0.35514 0.73314 0.018 0.017 0.065 0.1159
H 0.72357 -2.49732 2.13281 0.003 0.041 0.228 0.1359
H -0.59153 -1.42403 2.25565 0.051 0.111 0.084 0.1371
H 2.61135 -1.95218 0.99670 0.051 0.079 0.105 0.1339
H 2.50324 -0.82993 -0.26176 -0.049 0.259 0.080 0.1386
C -1.71987 1.41602 -1.59048 -0.520 -0.096 0.249 -0.1198
C -2.11764 1.92780 -2.74443 0.467 -0.009 0.085 -0.0398
H -1.33269 2.04429 -0.79594 -0.064 0.150 -0.008 0.0394
H -1.93212 0.37856 -1.34308 0.295 -0.040 -0.173 0.0430
H -2.03521 2.99097 -2.93086 0.050 -0.057 -0.165 0.0609
H -2.47050 1.28522 -3.53822 -0.277 0.102 -0.011 0.0592

***

Record 5
16
Properties=species:S:1:pos:R:3:forces:R:3:lowdin_charge:R:1 method="wB97M-V/def2-TZVPD" total_charge=+1 de_lowest_kcal_mol=148.8 energy_ev=-7731.8104
C 1.02751 0.20391 0.07258 -1.544 -2.870 1.422 -0.2680
C 2.20854 -0.79341 0.15580 0.656 1.105 1.153 0.0160
C -2.54146 -0.17932 0.36296 -2.877 0.570 -1.852 -0.1134
N -0.24515 -0.32942 0.43527 3.972 -3.953 -0.532 -0.0018
N 1.05155 1.41378 -0.39047 2.435 0.220 -0.604 0.2050
N -1.27596 0.36440 0.32898 -0.356 4.690 -1.237 -0.0976
H 2.50368 -0.98889 -0.84723 0.150 -0.413 -1.024 0.0751
H 2.02075 -1.76616 0.67465 -0.374 1.057 -0.412 0.1038
H 3.16883 -0.37488 0.62141 -1.642 -0.152 -0.380 0.1253
H -2.83852 -0.37226 1.35386 -0.630 0.395 1.639 0.0847
H -3.35706 0.45300 -0.23228 2.039 -1.107 1.611 0.1534
H -2.56760 -1.14687 -0.04440 0.004 -1.640 -1.087 0.0644
H -0.31494 -1.44354 0.44641 0.400 2.715 0.086 0.2345
H 1.96727 1.74698 -0.79843 -1.573 -0.294 0.748 0.1865
H 0.19567 1.91526 -0.61101 -0.262 0.042 0.163 0.0483
H -1.00310 1.29742 -1.52808 -0.399 -0.364 0.306 0.1838

***

Record 6
16
Properties=species:S:1:pos:R:3:forces:R:3:lowdin_charge:R:1 method="wB97M-V/def2-TZVPD" total_charge=+1 de_lowest_kcal_mol=34.0 energy_ev=-7736.7889
C 1.39798 0.44807 -2.08010 -1.883 0.451 3.146 -0.0335
C 0.65797 0.76286 -0.72651 2.100 -0.362 1.404 -0.2133
N 0.03062 -0.41826 -0.08079 0.052 -0.889 -0.408 0.0440
C -0.81750 -0.40786 0.99841 1.402 -1.787 -0.686 -0.4046
N -1.80625 -1.33048 0.99539 0.675 1.401 0.632 0.2162
N -0.47936 0.31190 2.09293 -1.467 0.886 0.756 0.1857
H 0.51906 0.26513 -2.62620 -0.468 -2.315 -1.718 0.0624
H 2.27372 -0.17827 -1.84374 -0.703 0.014 -1.077 0.1045
H 1.55213 1.38814 -2.52049 1.474 1.442 -0.208 0.0642
H 1.43254 1.09403 -0.03982 0.029 0.503 0.191 0.1017
H -0.10049 1.50037 -0.76467 -0.581 0.898 -0.526 0.1078
H 0.39661 -1.30858 -0.47159 -1.184 0.651 0.569 0.1708
H -2.11757 -1.75084 0.13072 -0.001 0.179 0.145 0.1360
H -2.27517 -1.53641 1.86860 -0.029 -0.150 -0.276 0.1339
H -1.19282 0.72572 2.78697 1.687 -1.195 -1.619 0.1787
H 0.52855 0.43448 2.28089 -1.103 0.274 -0.325 0.1455

***

Record 7
17
Properties=species:S:1:pos:R:3:forces:R:3:lowdin_charge:R:1 method="wB97M-V/def2-TZVPD" total_charge=+1 de_lowest_kcal_mol=91.1 energy_ev=-9782.3490
C 1.16836 -0.51133 -1.06112 -0.978 -0.328 1.090 -0.3049
C -2.50228 -0.55089 -0.42289 1.168 -0.033 -3.399 0.0440
C -2.39560 -0.16650 0.79923 -0.420 0.987 3.763 -0.1470
N 3.18740 0.25029 0.11818 4.310 0.943 -1.298 0.0345
N 2.39058 -0.61936 -0.57138 0.651 -1.117 -1.101 -0.0527
N -1.36189 0.90059 1.13020 -2.541 2.075 -2.823 0.1546
O 0.36218 0.40402 -0.86669 0.444 0.540 -0.222 -0.0655
H -3.10476 -1.36182 -0.78421 -0.582 -0.111 0.375 0.0820
H 0.83702 -1.47610 -1.46562 0.089 0.116 -0.469 0.1461
H -1.85735 -0.11025 -1.26141 -0.907 -0.529 1.496 0.1096
H -2.96544 -0.48099 1.72968 0.745 0.188 -1.577 0.1452
H 2.83598 1.06842 0.53968 -1.644 0.536 0.367 0.0672
H 4.04157 0.64216 -0.47150 -2.428 -1.436 1.184 0.1654
H 2.86235 -1.50990 -0.80106 -0.364 0.893 0.438 0.1708
H -1.76248 1.91912 1.16572 0.518 -2.360 0.094 0.2139
H -0.79449 0.87712 0.20802 0.898 -0.086 1.606 0.0996
H -0.94113 0.72541 2.01517 1.043 -0.276 0.478 0.1372

***

Record 8
18
Properties=species:S:1:pos:R:3:forces:R:3:lowdin_charge:R:1 method="wB97M-V/def2-TZVPD" total_charge=0 de_lowest_kcal_mol=39.6 energy_ev=-27866.5297
C 2.41570 -0.64359 -0.38913 -0.448 -0.307 -1.101 -0.0818
C 0.91360 -1.12667 -0.01223 4.210 2.330 2.751 -0.0871
C 1.24148 0.30012 -0.34157 0.184 -1.882 1.020 -0.4706
N -1.97962 0.83784 0.71251 -1.833 -1.936 -1.185 -0.1340
N -2.34422 -0.91945 -1.40906 0.628 0.022 1.156 -0.2467
N 1.09435 1.21820 0.75020 1.193 0.538 0.968 0.0071
P -3.00833 -0.16552 -0.21571 0.802 1.298 0.120 0.1927
S -4.87551 0.01632 0.26303 1.146 -0.306 -0.336 0.1737
H 3.05360 -0.49705 0.47660 0.083 -0.315 -0.139 0.0776
H 2.99394 -0.91366 -1.36671 -1.556 0.407 1.894 0.1253
H 0.47693 -1.74111 -0.67373 -1.619 -2.104 -2.034 0.0316
H 0.87620 -1.32833 1.08074 -0.419 -0.156 -1.077 0.1122
H 0.82214 0.59731 -1.25234 -0.405 0.887 -1.273 0.1145
H -1.09089 1.07200 0.33005 0.846 0.213 -0.020 -0.0162
H -2.44870 1.56488 1.20579 -0.221 0.389 0.404 0.0214
H -1.29682 -0.99978 -1.37389 -1.493 0.364 -0.012 -0.0297
H 1.38334 0.75329 1.67183 -0.478 0.959 -1.867 0.1173
H 1.77279 1.97520 0.54362 -0.620 -0.401 0.730 0.0928

***

Record 9
17
Properties=species:S:1:pos:R:3:forces:R:3:lowdin_charge:R:1 method="wB97M-V/def2-TZVPD" total_charge=+1 de_lowest_kcal_mol=93.9 energy_ev=-18568.8005
C -2.51914 0.90399 0.41142 -1.758 -4.047 -1.413 -0.0401
C -1.72841 -0.37384 -0.03462 -1.895 1.798 -0.742 -0.1144
N -0.49628 -0.22273 -0.26922 2.578 -4.157 -1.432 -0.4857
N 0.42819 -1.43957 -0.77282 -4.198 1.059 1.587 0.1109
S 0.34398 1.18233 -0.31410 1.057 2.455 -0.233 1.0181
C 2.18139 0.56905 -0.11588 -0.039 1.387 0.112 -0.4685
N 2.32642 -0.24607 0.95734 -0.084 -3.038 -0.730 -0.0197
H -3.09080 0.36617 1.19818 -0.650 1.343 -0.387 0.1023
H -3.09478 1.33507 -0.45779 -0.046 -1.124 0.849 0.1241
H -2.03959 1.74201 0.75252 1.986 1.430 1.255 0.0133
H -2.32571 -1.29935 -0.35984 1.270 1.272 0.890 0.1788
H -0.38491 -2.11300 -0.94222 2.064 0.717 -0.562 0.1256
H 0.83974 -0.98658 -1.58461 -0.442 -0.641 -0.642 0.0717
H 2.68676 1.53775 -0.04178 -0.264 -0.001 0.255 0.0951
H 2.53895 0.16314 -1.04808 -0.321 -0.378 -0.347 0.0803
H 1.95889 -1.22229 0.72992 0.899 1.951 1.320 0.1107
H 2.37530 0.10391 1.89155 -0.157 -0.025 0.220 0.0976

***

Record 10
17
Properties=species:S:1:pos:R:3:forces:R:3:lowdin_charge:R:1 method="wB97M-V/def2-TZVPD" total_charge=+1 de_lowest_kcal_mol=79.6 energy_ev=-18569.4224
C 0.56741 -0.23011 -1.14217 -2.539 4.202 0.854 -0.1677
C 0.53676 -1.50499 0.91554 -2.797 -1.972 4.655 -0.4063
C -2.02176 -0.25417 0.81813 -2.936 -0.214 1.685 -0.3718
N 0.85162 -1.28922 -0.25501 2.994 -0.470 -3.964 0.0350
N 1.29321 0.98399 -0.74811 3.029 -3.378 -1.756 -0.1663
N 0.58939 1.78340 0.04961 -2.350 5.223 0.985 -0.0410
S -0.88786 -1.22674 1.83015 0.122 0.647 -0.427 1.0247
H 0.76857 -0.51100 -2.15986 -0.023 -0.190 -0.285 0.1409
H -0.45900 0.17950 -0.94450 0.456 -1.420 -0.955 0.1125
H 1.08626 -2.25802 1.48576 0.381 0.304 -0.252 0.1109
H -2.45233 -0.76740 -0.01721 0.436 -0.651 -0.703 0.0435
H -1.64134 0.69164 0.54270 0.590 0.970 -0.093 -0.0031
H -3.01979 -0.07363 1.42193 2.279 -0.319 -0.504 0.1083
H 1.67707 -1.74930 -0.63350 0.118 -0.374 0.741 0.1834
H 1.94234 1.22718 -1.50245 -0.392 1.035 0.852 0.1418
H 0.21658 2.59505 -0.50052 -0.305 -1.069 0.174 0.1175
H 0.95288 2.40382 0.83951 0.938 -2.324 -1.009 0.1378